{"formula": "C42H57N4O7P2Rb", "method": "wB97M-V/def2-TZVPD", "elements": ["Rb", "C", "C", "C", "C", "C", "C", "C", "C", "C", "C", "C", "C", "C", "C", "C", "C", "C", "H", "H", "H", "H", "H", "H", "H", "H", "H", "H", "H", "H", "H", "H", "H", "H", "H", "H", "H", "H", "H", "H", "H", "H", "H", "H", "H", "H", "H", "N", "C", "C", "P", "O", "O", "O", "P", "O", "O", "O", "H", "H", "H", "H", "H", "H", "H", "H", "C", "C", "C", "C", "C", "N", "C", "O", "N", "C", "C", "C", "C", "N", "C", "C", "C", "H", "H", "H", "H", "H", "H", "H", "H", "H", "H", "H", "H", "H", "C", "C", "C", "C", "C", "C", "C", "C", "C", "C", "H", "H", "H", "H", "H", "H", "H"], "positions_angstrom": [[1.15288, -0.08130, 1.14961], [4.11554, 0.44485, -1.32450], [3.53120, 1.72622, -1.42966], [2.28148, 1.55312, -2.11448], [2.17208, 0.17513, -2.41127], [3.29201, -0.51516, -1.92973], [3.61292, -1.98312, -2.11972], [4.32907, -2.54483, -0.88388], [2.33645, -2.79843, -2.35208], [4.53718, -2.15579, -3.33937], [1.23282, 2.52950, -2.66381], [-0.10537, 1.79991, -2.89751], [1.69011, 3.06722, -4.03471], [0.89378, 3.71317, -1.74820], [4.21933, 2.95469, -0.83101], [4.39652, 4.09285, -1.85021], [3.47886, 3.46577, 0.41930], [5.64353, 2.60847, -0.36293], [5.06962, 0.22065, -0.86787], [1.37261, -0.28794, -2.97246], [3.73433, -2.35554, 0.01176], [5.30291, -2.06910, -0.74993], [4.48608, -3.62494, -0.98245], [1.63212, -2.65374, -1.52939], [2.57080, -3.86568, -2.43018], [1.84606, -2.49127, -3.27881], [5.46010, -1.59008, -3.19379], [4.04547, -1.77353, -4.23669], [4.79396, -3.21126, -3.50290], [-0.03418, 1.07749, -3.71097], [-0.88216, 2.52463, -3.16834], [-0.41244, 1.26844, -1.99444], [1.88335, 2.22881, -4.70721], [2.61253, 3.64126, -3.94482], [0.92180, 3.71020, -4.48586], [0.59695, 3.35549, -0.76316], [0.05884, 4.28352, -2.17364], [1.72307, 4.40618, -1.63170], [3.44919, 4.47988, -2.21428], [4.96442, 3.72933, -2.71035], [4.94732, 4.92689, -1.39880], [2.46507, 3.78592, 0.19314], [4.01557, 4.30927, 0.87216], [3.42134, 2.66259, 1.15666], [6.23953, 2.20795, -1.18551], [5.62346, 1.87611, 0.44482], [6.13446, 3.51262, 0.01239], [0.71185, -2.77095, 4.35630], [0.52772, -1.39091, 4.93456], [0.32509, -1.43171, 6.43571], [2.06943, -0.49440, 4.38899], [3.12019, -1.16183, 5.50952], [2.40472, -1.17812, 3.09102], [2.10022, 0.96968, 4.57566], [-0.94996, -0.58549, 4.08175], [-1.66255, -1.96146, 3.52554], [-1.81213, 0.01291, 5.12592], [-0.44716, 0.19331, 2.91779], [1.07225, -3.44053, 5.02729], [1.40741, -2.61915, 3.57231], [-0.18423, -3.08545, 3.95558], [1.12464, -1.99261, 6.92748], [-0.64532, -1.86475, 6.68546], [0.32935, -0.40907, 6.80929], [3.40718, -0.42711, 6.07029], [-1.57146, -2.01735, 2.55051], [-6.17965, -0.57066, -5.28632], [-6.24372, 0.29262, -4.05440], [-5.54576, -0.03615, -2.89914], [-5.61829, 0.74727, -1.75762], [-6.38057, 1.91486, -1.75302], [-6.50622, 2.74292, -0.62749], [-5.60821, 3.05880, 0.38713], [-5.99964, 3.66516, 1.36833], [-4.33409, 2.63754, 0.16887], [-3.22347, 2.79324, 1.02566], [-3.31777, 2.86086, 2.41109], [-2.14708, 2.93748, 3.14240], [-0.92966, 2.95029, 2.47708], [-0.83901, 2.88435, 1.15265], [-1.95861, 2.80695, 0.45144], [-7.08983, 2.24813, -2.90903], [-7.02566, 1.44512, -4.03191], [-5.43725, -1.35874, -5.17029], [-5.91505, 0.02094, -6.16439], [-7.14690, -1.03900, -5.48210], [-4.93755, -0.93273, -2.88054], [-5.09577, 0.43384, -0.86347], [-7.37268, 3.24329, -0.53460], [-4.10787, 2.33303, -0.76376], [-4.28369, 2.82997, 2.89184], [-2.17666, 2.93524, 4.22280], [0.00562, 2.97770, 3.02332], [-1.84535, 2.72604, -0.62937], [-7.68763, 3.15262, -2.91869], [-7.58146, 1.72559, -4.92021], [0.88908, -6.41610, 2.55287], [1.77101, -5.40175, 2.12524], [1.27833, -4.27997, 1.50880], [-0.10986, -4.08348, 1.28965], [-0.55970, -2.84993, 0.68886], [-1.93416, -2.82792, 0.46239], [-2.82012, -3.87924, 0.79057], [-2.36597, -5.01174, 1.41041], [-0.98607, -5.14241, 1.68556], [-0.45574, -6.28838, 2.32876], [1.28529, -7.30177, 3.03811], [2.83715, -5.50880, 2.29447], [1.95490, -3.49876, 1.17857], [-2.37592, -1.93955, 0.00804], [-3.87993, -3.78447, 0.56606], [-3.04095, -5.81601, 1.68714], [-1.13764, -7.07769, 2.63405]], "e_tot_ha": -3087.43374, "homo_lumo_gap_ev": 4.69, "charge": -2}